{
  "formula": "C29H116N58O29",
  "method": "the ωB97M-V functional and the def2-TZVPD basis",
  "symbols": ["C", "O", "N", "N", "H", "H", "H", "H", "C", "O", "N", "N", "H", "H", "H", "H", "C", "O", "N", "N", "H", "H", "H", "H", "C", "O", "N", "N", "H", "H", "H", "H", "C", "O", "N", "N", "H", "H", "H", "H", "C", "O", "N", "N", "H", "H", "H", "H", "C", "O", "N", "N", "H", "H", "H", "H", "C", "O", "N", "N", "H", "H", "H", "H", "C", "O", "N", "N", "H", "H", "H", "H", "C", "O", "N", "N", "H", "H", "H", "H", "C", "O", "N", "N", "H", "H", "H", "H", "C", "O", "N", "N", "H", "H", "H", "H", "C", "O", "N", "N", "H", "H", "H", "H", "C", "O", "N", "N", "H", "H", "H", "H", "C", "O", "N", "N", "H", "H", "H", "H", "C", "O", "N", "N", "H", "H", "H", "H", "C", "O", "N", "N", "H", "H", "H", "H", "C", "O", "N", "N", "H", "H", "H", "H", "C", "O", "N", "N", "H", "H", "H", "H", "C", "O", "N", "N", "H", "H", "H", "H", "C", "O", "N", "N", "H", "H", "H", "H", "C", "O", "N", "N", "H", "H", "H", "H", "C", "O", "N", "N", "H", "H", "H", "H", "C", "O", "N", "N", "H", "H", "H", "H", "C", "O", "N", "N", "H", "H", "H", "H", "C", "O", "N", "N", "H", "H", "H", "H", "C", "O", "N", "N", "H", "H", "H", "H", "C", "O", "N", "N", "H", "H", "H", "H", "C", "O", "N", "N", "H", "H", "H", "H"],
  "positions_angstrom": [[-0.334391, 5.148665, -3.464614], [-1.324871, 5.703845, -4.022564], [-0.334941, 4.758465, -2.204444], [0.745679, 4.823405, -4.102814], [-1.010441, 5.087555, -1.529544], [0.569119, 4.540675, -1.810304], [1.375099, 4.347555, -3.472344], [0.729889, 4.671115, -5.101144], [2.342889, 1.448935, 3.394016], [1.683329, 1.192655, 2.380676], [2.714119, 0.525365, 4.357596], [2.563859, 2.686605, 3.760766], [2.383999, -0.392615, 4.096006], [2.688789, 0.956715, 5.270506], [3.287799, 2.761025, 4.461096], [2.346309, 3.421365, 3.102816], [-0.273371, 0.539785, -0.619784], [-1.149811, 0.310695, -1.382374], [0.300329, -0.349985, 0.152986], [0.245279, 1.717935, -0.501524], [-0.022721, -1.288405, -0.034384], [0.837099, -0.122975, 0.977876], [0.838229, 1.961345, 0.279026], [-0.223741, 2.443085, -1.025244], [-6.836581, -0.510405, -4.067804], [-7.580241, -1.448325, -4.090244], [-5.817421, -0.334575, -3.306494], [-7.060031, 0.631045, -4.761994], [-5.266581, 0.504475, -3.419094], [-5.414981, -1.024885, -2.688734], [-7.830431, 0.591135, -5.413904], [-6.438561, 1.424715, -4.699034], [-1.388331, -6.864355, -0.887214], [-1.492791, -5.809805, -1.547584], [-0.775781, -7.924715, -1.340604], [-1.876971, -6.904195, 0.323636], [-0.621561, -8.773125, -0.814744], [-0.367041, -7.690435, -2.233994], [-1.823121, -7.683635, 0.963676], [-2.213471, -6.000975, 0.625396], [0.159429, -2.965405, -2.927104], [0.827959, -3.948205, -3.159334], [0.468759, -1.693835, -3.277824], [-0.870691, -2.992065, -2.187414], [-0.127511, -0.905435, -3.070444], [1.365309, -1.550295, -3.720194], [-1.517441, -2.228065, -2.052784], [-1.011601, -3.972625, -1.990544], [5.831399, -1.921325, 4.498036], [6.888839, -2.466365, 4.485366], [5.486329, -0.799685, 3.888266], [4.826169, -2.346385, 5.113896], [6.186499, -0.496305, 3.226586], [4.574109, -0.370985, 3.823776], [5.072099, -3.142875, 5.684176], [3.891829, -1.975455, 5.016326], [6.964689, 2.314835, -0.476044], [6.663589, 1.403545, 0.265466], [6.099419, 3.158925, -0.996824], [8.189239, 2.375205, -1.000104], [6.331789, 3.697815, -1.818834], [5.136969, 3.114595, -0.693784], [8.453889, 3.108895, -1.641794], [8.865019, 1.635325, -0.873624], [3.349489, -5.570315, 2.943666], [3.287459, -6.784785, 2.944696], [3.484169, -4.822055, 3.967336], [3.316279, -4.868105, 1.824496], [3.518189, -3.819115, 3.853086], [3.598409, -5.123265, 4.924586], [2.990269, -5.531615, 1.136336], [3.582159, -3.922395, 1.589856], [-4.889911, -3.621655, -3.617384], [-4.368571, -2.588755, -3.378674], [-5.981591, -3.777765, -4.306124], [-4.525171, -4.736285, -3.207684], [-6.564931, -2.960605, -4.196294], [-6.317001, -4.720925, -4.171734], [-3.707601, -4.813835, -2.619754], [-5.010551, -5.612635, -3.336204], [0.487679, -3.619465, 1.505686], [-0.219941, -4.554305, 1.622216], [0.905329, -3.192195, 0.274406], [0.735929, -2.679485, 2.467446], [1.711319, -2.591585, 0.373186], [0.624069, -3.671665, -0.568864], [1.138219, -1.799365, 2.178226], [0.481209, -2.783995, 3.439196], [-4.599681, 6.020815, -0.166134], [-5.577451, 5.383015, -0.445994], [-3.704581, 5.591725, 0.689236], [-4.387031, 7.195635, -0.568374], [-3.854001, 4.785705, 1.279246], [-2.958281, 6.242375, 0.888706], [-5.027691, 7.835255, -1.016184], [-3.551591, 7.611825, -0.182474], [-5.437601, 3.759675, -3.264934], [-5.335811, 2.520855, -3.305054], [-4.368811, 4.569215, -3.326204], [-6.609711, 4.388835, -3.244264], [-3.470271, 4.117625, -3.232454], [-4.619661, 5.538055, -3.190084], [-7.509801, 3.930645, -3.241784], [-6.577951, 5.361425, -3.514724], [-2.268701, 0.361265, -5.191344], [-1.206521, 0.986395, -5.421874], [-3.269431, 1.046735, -4.718004], [-2.431051, -0.877985, -5.177914], [-3.022651, 1.995315, -4.474284], [-4.213231, 0.748115, -4.918434], [-1.614801, -1.383285, -5.491764], [-2.917501, -1.308455, -4.404504], [2.049019, 1.064375, -5.628874], [3.233929, 1.151905, -5.848394], [1.417889, 1.982075, -5.029504], [1.308919, 0.064415, -5.973704], [0.415209, 1.982795, -5.150854], [1.825069, 2.736445, -4.495434], [0.326829, -0.003875, -5.748024], [1.750109, -0.713225, -6.443524], [5.340329, -3.910715, -1.712424], [5.146159, -2.969315, -2.446784], [5.244059, -3.843285, -0.472384], [5.706489, -5.013435, -2.142754], [5.631539, -4.650135, -0.004454], [4.628819, -3.199815, 0.004606], [6.011709, -5.641215, -1.412794], [5.922949, -5.131565, -3.122194], [-0.523351, 2.553005, 5.261586], [-0.992381, 2.879815, 4.215746], [-0.404851, 1.361395, 5.561026], [-0.039861, 3.329695, 6.143436], [-0.557461, 0.694455, 4.818056], [0.106279, 1.243475, 6.424126], [0.350959, 2.795205, 6.906116], [-0.258341, 4.309655, 6.033656], [-4.707901, 0.414995, -0.187804], [-4.382821, -0.478985, 0.550906], [-3.941761, 0.816635, -1.164854], [-5.911801, 0.908985, -0.166824], [-2.959241, 0.583385, -1.183474], [-4.145391, 1.698145, -1.613814], [-6.118231, 1.714225, -0.740474], [-6.619521, 0.515305, 0.436716], [2.612139, 7.572635, -1.761264], [2.891019, 7.046125, -0.688784], [1.526359, 7.653525, -2.248164], [3.536489, 8.010895, -2.554094], [0.802139, 7.061125, -1.867824], [1.282079, 8.405965, -2.876064], [3.146649, 8.401045, -3.400204], [4.500569, 8.066915, -2.258254], [-4.972271, 3.119675, 2.584606], [-3.857251, 3.269165, 2.151306], [-6.001361, 3.735325, 2.152986], [-5.151511, 2.452915, 3.662256], [-5.893971, 4.227015, 1.277306], [-6.923561, 3.450575, 2.450616], [-4.456671, 1.831645, 4.051246], [-6.120141, 2.347865, 3.928396], [4.511869, 4.928605, 1.602976], [5.057219, 4.018685, 2.256856], [4.809549, 6.194285, 1.557886], [3.384619, 4.789215, 0.947286], [4.450799, 6.759505, 0.801626], [5.564449, 6.515035, 2.147246], [3.059209, 3.877745, 0.658436], [2.924669, 5.611355, 0.583076], [1.479379, -2.490355, 6.017456], [2.045139, -2.108935, 4.960876], [1.834379, -3.535345, 6.679516], [0.425919, -2.050365, 6.557726], [1.515649, -3.646435, 7.631436], [2.815219, -3.736635, 6.547086], [-0.172411, -1.460855, 5.996846], [0.125899, -2.503505, 7.409046], [-0.029571, 4.808115, 1.340236], [-0.124871, 5.902015, 0.781736], [0.795129, 4.455435, 2.343606], [-0.996771, 3.941845, 1.149206], [1.382199, 5.204725, 2.681256], [0.603399, 3.633935, 2.899016], [-1.745111, 4.371895, 0.624666], [-1.067711, 3.318955, 1.941096], [4.311449, -0.845865, 0.680196], [3.631699, -1.805235, 0.821806], [3.893989, 0.373105, 0.839556], [5.606879, -0.912415, 0.408656], [2.971349, 0.518155, 1.223996], [4.511909, 1.114625, 0.542186], [6.048709, -1.786605, 0.162326], [6.250259, -0.151585, 0.573886], [-2.033841, -0.536445, 3.104776], [-1.405721, -0.812485, 4.172086], [-2.482131, -1.463985, 2.298196], [-2.206701, 0.648705, 2.537116], [-3.082091, -1.088555, 1.577636], [-2.120201, -2.404395, 2.229336], [-2.860201, 0.685275, 1.767896], [-1.701741, 1.480665, 2.807236], [2.922439, -7.153655, -1.628994], [3.094589, -7.425715, -0.419324], [3.506059, -7.707815, -2.591224], [2.049829, -6.273235, -1.966204], [4.015889, -8.532825, -2.309194], [3.088849, -7.552135, -3.497764], [1.599829, -5.843105, -1.170854], [1.883779, -5.800135, -2.842964], [-4.993611, -4.297395, 0.307716], [-4.057961, -4.544155, 1.060296], [-5.842511, -5.216705, -0.161284], [-5.249011, -3.160305, -0.226574], [-6.703221, -4.961735, -0.624184], [-5.685461, -6.194425, 0.037486], [-5.896511, -3.134575, -1.001294], [-4.779581, -2.356735, 0.165876], [3.134439, 2.807105, -2.344234], [2.259039, 3.507145, -1.840594], [3.365869, 1.660965, -1.909874], [4.009439, 3.178815, -3.270074], [2.764189, 1.165705, -1.267384], [4.301039, 1.316865, -2.074674], [3.845899, 3.958505, -3.890914], [4.699289, 2.548985, -3.654154], [-1.622971, -4.922745, 4.660056], [-2.188731, -4.926125, 5.692836], [-0.362461, -5.270735, 4.402506], [-2.238401, -4.727715, 3.575126], [0.157229, -5.797615, 5.089836], [0.027669, -5.124405, 3.482466], [-1.644951, -4.715085, 2.757956], [-3.236701, -4.577365, 3.605016]],
  "forces_ev_per_a": [[-5.1, 1.9, -1.9], [1.2, -0.7, 1.0], [0.0, -0.3, 3.0], [2.9, -0.5, -1.3], [0.0, 0.3, -0.4], [0.0, -0.3, 0.3], [0.7, -0.3, -0.6], [0.0, 0.1, 0.3], [-1.5, -1.1, 0.6], [0.1, -0.7, -0.5], [0.1, 1.0, -2.1], [0.9, 1.5, 0.9], [-0.3, -0.4, 1.2], [0.0, -1.1, 0.1], [0.0, 0.9, -0.4], [0.8, -0.1, 0.1], [2.0, 0.1, 2.2], [-3.8, -1.5, -3.6], [0.3, -2.7, 0.9], [1.1, 4.0, -0.2], [0.3, -0.2, 0.6], [-0.2, 0.1, -0.2], [-0.1, 0.1, -0.1], [0.3, 0.1, 0.3], [-0.7, 2.4, -0.5], [-1.7, -2.6, -0.3], [3.6, 0.3, 2.8], [-1.3, 0.6, -1.9], [-0.2, -0.2, 0.5], [-0.2, -0.1, -0.5], [0.3, 0.3, 0.0], [-0.4, 0.0, 0.0], [-0.4, 2.3, 0.0], [0.1, -0.3, -0.5], [0.9, -1.5, -1.8], [-1.3, 0.1, 2.2], [0.2, 0.4, -0.3], [0.4, -0.9, 0.1], [0.1, 0.3, -0.2], [-0.2, -0.2, 0.5], [2.6, 2.8, -1.4], [1.3, -1.3, -0.7], [1.5, 0.7, -1.5], [-4.0, -1.7, 2.5], [0.2, -0.1, 0.1], [-0.3, 0.2, 0.0], [0.0, -0.4, 0.1], [-1.6, -0.2, 0.8], [1.0, 2.1, -2.0], [3.2, -1.0, -0.3], [1.8, 3.2, -2.9], [-4.6, -3.8, 4.7], [-0.3, 0.4, -0.1], [0.2, -0.3, 0.3], [-0.7, -0.1, 0.1], [0.0, -0.4, 0.3], [0.7, -1.7, -0.7], [-0.4, 0.3, 1.4], [-1.6, 1.8, -0.6], [2.3, 0.7, -0.9], [-0.3, 0.0, 0.4], [0.3, 0.3, 0.0], [-0.1, -0.2, 0.2], [-0.4, 0.1, 0.3], [0.5, -2.2, -1.3], [-0.4, -1.0, 0.4], [0.6, 3.6, 5.3], [-0.8, -0.3, -3.3], [-0.1, -0.2, 0.0], [0.0, -0.6, -0.6], [0.4, 0.5, -1.1], [-0.3, -0.2, 0.5], [-1.7, 0.9, -1.4], [2.8, 4.3, 1.0], [-3.3, 0.4, -2.4], [4.8, -7.4, 4.0], [-1.2, 0.0, -0.6], [-1.1, 0.8, -0.6], [0.2, 0.0, 0.0], [0.2, 0.5, 0.0], [0.8, 4.2, -1.5], [-2.1, -3.9, 1.0], [0.7, 0.1, 0.8], [0.3, -0.1, 0.2], [0.3, -0.1, -1.1], [0.4, 0.0, 0.3], [0.0, -0.3, 0.4], [0.1, -0.1, -0.3], [-1.4, -3.1, 1.8], [-2.9, -2.0, -0.9], [2.7, -0.2, 1.2], [2.0, 6.8, -2.3], [0.3, -0.6, 0.1], [0.1, -0.6, 0.5], [-0.1, -0.7, 0.0], [-0.3, 0.5, -0.5], [0.5, -1.4, -0.6], [0.0, 0.3, 0.5], [-0.7, -0.1, 0.0], [-1.3, 1.2, -0.3], [0.1, 0.9, -0.1], [1.4, 0.0, 0.2], [0.5, -0.2, -0.1], [-0.5, -0.2, 0.3], [3.0, 5.6, 0.8], [-0.1, -0.8, -0.7], [-2.6, 2.1, 0.9], [0.6, -6.9, -0.8], [-0.7, -0.1, -0.3], [0.2, 0.3, 0.2], [-0.2, -0.4, 0.1], [-0.6, -0.2, -0.2], [3.1, -0.8, -1.0], [3.0, -0.3, -0.4], [-4.1, 5.1, 3.1], [-1.5, -4.3, -1.8], [-0.2, 0.1, 0.6], [0.2, -0.7, -0.7], [0.0, 0.4, 0.0], [0.0, 0.3, 0.1], [-1.3, 5.6, -3.8], [-1.0, 2.4, -1.9], [0.0, -0.2, 8.0], [2.8, -7.7, -2.8], [-0.8, 0.5, 0.9], [0.0, 0.1, 0.0], [0.0, -0.8, -1.1], [0.1, -0.1, 0.5], [-0.8, 1.8, -2.4], [-1.9, 2.3, -4.4], [1.2, -7.0, 2.4], [1.7, 4.1, 3.2], [-0.2, -1.3, 0.3], [-0.3, -1.6, -0.5], [0.0, 1.9, 0.6], [0.5, -0.1, 0.8], [0.2, -0.5, -0.8], [0.8, -2.4, 2.4], [1.8, 1.8, -1.9], [-3.2, 1.9, 0.3], [0.3, -0.3, 0.2], [-0.2, -0.2, -0.3], [-0.3, -0.3, 0.0], [0.4, 0.2, -0.1], [8.5, -2.0, 5.4], [0.4, -0.7, 1.5], [-12.5, 0.6, -3.9], [3.4, 2.0, -2.5], [-0.3, 0.5, 0.1], [-0.3, -0.6, -0.1], [1.3, 0.1, -0.2], [-0.4, 0.3, -0.3], [2.7, 0.0, 0.5], [2.8, 0.4, -2.1], [-4.2, 2.3, -2.4], [-1.7, -3.1, 4.2], [-0.4, 0.2, -0.3], [0.2, 0.3, -0.3], [0.0, 0.2, -0.3], [0.4, -0.5, 0.6], [-0.1, -2.8, 1.6], [0.1, 0.8, -0.6], [2.8, 3.5, 1.0], [-2.6, -1.9, -1.7], [0.1, 0.2, 0.2], [-0.1, 0.1, -0.4], [-0.1, 0.2, 0.1], [-0.2, -0.3, -0.5], [1.8, 0.4, -3.7], [-0.7, 0.1, 1.0], [4.3, -4.2, 2.0], [-4.7, 3.9, 1.1], [0.2, -0.2, -0.3], [-0.1, -0.5, 0.2], [-0.6, 0.0, 0.2], [-0.7, 0.5, -0.6], [-1.2, 1.8, 0.9], [1.5, 0.7, -0.5], [1.4, 0.8, 0.0], [-0.7, -1.8, -0.5], [0.0, -0.3, 0.1], [-0.4, 0.4, 0.2], [-0.5, -0.8, 0.5], [-1.3, -0.3, -0.4], [3.4, 1.0, -0.2], [-3.6, -4.4, 0.6], [-1.5, 3.0, 0.2], [2.5, -1.2, -0.5], [0.2, 0.3, -0.1], [-0.2, 0.1, 0.5], [-0.5, 0.0, 0.1], [-0.5, 0.0, -0.2], [2.5, -1.6, 1.5], [-0.2, 1.1, -1.0], [-1.3, -2.0, -1.1], [-0.3, 2.6, 0.2], [0.1, -0.9, -0.5], [-0.3, 0.1, 0.6], [0.4, 0.4, 0.0], [-0.5, -0.1, 0.6], [-1.1, 0.7, 6.3], [0.4, -0.1, -0.7], [3.5, -3.4, -4.5], [-3.7, 3.7, -0.1], [0.1, 0.0, -0.8], [0.6, -0.6, 0.0], [-0.1, 0.1, -0.3], [0.2, 0.0, 0.0], [1.3, -2.3, 0.8], [0.2, -0.1, 0.5], [-1.4, -2.9, -0.4], [-0.4, 3.9, -1.0], [0.3, -0.1, 0.2], [-0.1, 0.3, 0.1], [0.3, 0.6, 0.3], [-0.2, 0.5, -0.5], [-1.2, 3.6, -0.1], [-1.3, 1.6, -0.7], [1.8, -6.4, 2.4], [1.7, 2.1, -2.5], [0.1, 0.3, 0.0], [-0.4, -0.9, 0.0], [-0.2, 0.1, 0.5], [-0.6, -0.3, 0.0], [1.6, -1.4, 0.1], [-1.4, 0.0, 5.3], [3.4, -0.5, 1.2], [-3.1, 1.6, -5.1], [0.0, 0.4, -0.2], [0.0, -0.5, 0.1], [-1.0, 0.1, -0.7], [0.4, 0.2, -0.5]],
  "lowdin_charge": [-0.74, -0.04, 0.18, 0.18, 0.09, 0.06, 0.05, 0.13, -0.65, -0.02, 0.17, 0.20, 0.07, 0.11, 0.13, 0.06, -0.78, 0.03, 0.21, 0.20, 0.08, 0.06, 0.08, 0.09, -0.75, 0.03, 0.18, 0.16, 0.04, 0.09, 0.11, 0.06, -0.73, -0.03, 0.18, 0.19, 0.12, 0.11, 0.12, 0.08, -0.78, 0.03, 0.18, 0.19, 0.07, 0.10, 0.11, 0.07, -0.84, 0.07, 0.18, 0.16, 0.11, 0.06, 0.12, 0.06, -0.69, 0.02, 0.19, 0.17, 0.11, 0.09, 0.10, 0.12, -0.79, 0.03, 0.18, 0.18, 0.07, 0.11, 0.09, 0.07, -0.86, 0.04, 0.19, 0.20, 0.06, 0.11, 0.11, 0.13, -0.68, 0.04, 0.18, 0.21, 0.06, 0.08, 0.07, 0.07, -0.82, 0.02, 0.19, 0.19, 0.05, 0.10, 0.13, 0.12, -0.67, -0.05, 0.20, 0.18, 0.10, 0.10, 0.12, 0.11, -0.73, -0.02, 0.19, 0.23, 0.11, 0.09, 0.13, 0.10, -0.84, 0.01, 0.19, 0.18, 0.08, 0.07, 0.05, 0.13, -0.90, 0.03, 0.19, 0.19, 0.12, 0.06, 0.12, 0.14, -0.89, 0.04, 0.21, 0.20, 0.08, 0.12, 0.12, 0.14, -0.75, -0.01, 0.22, 0.21, 0.07, 0.09, 0.11, 0.13, -0.84, 0.02, 0.22, 0.18, 0.13, 0.15, 0.11, 0.13, -0.81, 0.02, 0.21, 0.20, 0.08, 0.12, 0.13, 0.11, -0.76, -0.02, 0.17, 0.16, 0.08, 0.12, 0.10, 0.06, -0.73, -0.05, 0.19, 0.22, 0.13, 0.10, 0.10, 0.13, -0.70, 0.00, 0.16, 0.19, 0.12, 0.06, 0.08, 0.07, -0.76, 0.03, 0.21, 0.19, 0.06, 0.09, 0.10, 0.05, -0.65, -0.05, 0.20, 0.20, 0.05, 0.10, 0.08, 0.06, -0.82, -0.01, 0.18, 0.19, 0.13, 0.12, 0.10, 0.09, -0.75, 0.02, 0.15, 0.20, 0.10, 0.11, 0.11, 0.08, -0.79, -0.01, 0.22, 0.18, 0.11, 0.13, 0.12, 0.12, -0.85, 0.05, 0.18, 0.18, 0.11, 0.06, 0.05, 0.12],
  "e_above_lowest_kcal_mol": 51.1,
  "e_homo_ev": -8.28,
  "homo_lumo_gap_ev": 8.273,
  "charge": 0,
  "e_tot_ev": -177779.7008,
  "lumo_ev": 0.0
}